# 1
Density functional theory data (ωB97M-V with the def2-TZVPD basis set) for 6 unconnected molecules or ions with the total composition C17H33NO15.

The geometry in XYZ format:
```
66
Properties=species:S:1:pos:R:3:forces:R:3:lowdin_charge:R:1
C 20.026 -7.293 9.429 0.2 -0.1 0.6 -0.068
C 20.710 -7.914 10.565 -0.3 0.2 -0.6 -0.286
N 21.249 -8.400 11.448 0.3 -0.2 0.5 0.120
H 18.967 -7.535 9.495 0.0 0.0 -0.2 0.089
H 20.455 -7.670 8.505 -0.1 0.0 -0.1 0.078
H 20.138 -6.212 9.500 -0.1 -0.1 -0.2 0.037
C 21.034 -3.336 10.756 0.4 -0.4 -0.4 -0.024
O 19.880 -2.613 10.360 0.0 0.5 -0.1 0.019
C 19.053 -3.230 9.527 -0.1 -0.1 0.7 -0.609
O 19.199 -4.350 9.104 0.0 0.1 -0.4 0.100
O 18.019 -2.431 9.326 0.2 0.4 -0.1 0.024
C 17.064 -2.849 8.367 -0.7 0.2 -0.5 -0.030
H 20.748 -4.182 11.379 0.1 0.1 0.2 0.105
H 21.694 -2.642 11.263 -0.2 0.1 0.3 0.100
H 21.579 -3.711 9.886 -0.2 0.0 0.0 0.076
H 16.450 -3.659 8.752 0.2 -0.2 -0.1 0.104
H 17.521 -3.089 7.412 0.1 -0.4 0.1 0.076
H 16.417 -1.998 8.160 0.1 0.1 0.3 0.100
C 17.749 -4.545 1.464 -0.4 -0.2 -0.1 -0.038
O 17.917 -4.932 2.830 -0.1 -0.1 -0.2 0.008
C 18.830 -4.240 3.506 -0.3 0.3 -0.1 -0.610
O 19.499 -3.350 3.053 0.2 0.1 0.0 0.126
O 18.798 -4.673 4.757 0.1 -0.3 0.3 0.033
C 19.736 -4.109 5.666 0.5 0.7 0.1 -0.015
H 18.706 -4.405 0.970 0.0 0.0 0.0 0.092
H 17.148 -3.639 1.373 0.2 0.1 0.2 0.097
H 17.176 -5.356 1.019 0.2 0.0 -0.1 0.093
H 20.498 -4.829 5.945 -0.2 -0.2 -0.2 0.068
H 19.208 -3.775 6.551 -0.2 -0.2 0.1 0.061
H 20.240 -3.249 5.223 0.0 -0.1 -0.1 0.090
C 21.760 -1.352 1.453 -0.3 0.4 -0.4 -0.044
O 22.152 -1.752 2.756 0.3 -0.5 0.4 -0.010
C 21.940 -0.880 3.731 -0.2 0.5 -0.1 -0.641
O 21.502 0.233 3.591 -0.1 0.1 -0.1 0.122
O 22.318 -1.414 4.890 0.3 -0.5 0.0 -0.022
C 22.230 -0.582 6.051 0.1 0.0 -0.1 -0.022
H 20.702 -1.093 1.402 0.0 -0.1 0.2 0.098
H 21.937 -2.201 0.801 0.2 0.0 0.1 0.095
H 22.325 -0.478 1.127 0.1 -0.1 0.0 0.096
H 22.380 0.459 5.778 -0.2 0.0 0.0 0.093
H 23.029 -0.885 6.724 0.0 -0.2 -0.1 0.096
H 21.263 -0.749 6.523 0.0 0.2 0.0 0.094
C 22.479 -5.450 7.767 -0.4 0.3 1.0 -0.061
O 23.678 -4.918 7.229 0.5 -0.3 0.0 0.021
C 23.713 -4.899 5.892 0.1 0.4 0.4 -0.617
O 22.793 -5.187 5.185 -0.4 -0.4 -0.6 0.135
O 24.907 -4.478 5.506 0.3 -0.2 0.1 0.019
C 25.151 -4.507 4.098 -0.4 0.1 -0.2 -0.013
H 22.610 -5.524 8.849 0.3 0.2 -0.1 0.093
H 22.246 -6.464 7.446 0.0 0.2 -0.6 0.099
H 21.671 -4.740 7.597 -0.2 -0.4 -0.1 0.075
H 24.965 -5.495 3.676 0.1 -0.1 0.2 0.102
H 26.189 -4.217 3.988 0.0 0.0 -0.1 0.075
H 24.484 -3.814 3.587 0.1 0.1 0.0 0.097
C 28.552 -2.670 3.741 0.1 -0.4 -0.1 -0.039
O 27.498 -1.738 3.949 -0.2 0.1 -0.3 -0.040
C 27.349 -1.254 5.188 -0.3 0.0 0.1 -0.616
O 27.978 -1.575 6.148 0.4 -0.2 0.2 0.147
O 26.363 -0.362 5.266 -0.1 0.3 0.1 0.016
C 25.697 0.099 4.093 0.2 -0.4 -0.8 -0.029
H 28.239 -3.324 2.930 -0.1 0.1 -0.1 0.090
H 28.723 -3.275 4.628 0.1 0.2 0.1 0.098
H 29.455 -2.147 3.433 0.1 0.0 0.2 0.100
H 26.367 0.123 3.232 0.1 0.2 0.2 0.095
H 25.325 1.094 4.298 -0.1 0.0 0.1 0.099
H 24.906 -0.591 3.797 -0.2 0.1 0.3 0.087
```
Positions in Å, forces in eV/Å.

Values from the calculation:
SMILES ... COC(=O)OC.COC(=O)OC.COC(=O)OC.COC(=O)OC.COC(=O)OC.CC#N
HOMO-LUMO gap ... 0.4178 Ha
Highest occupied orbital energy ... -10.8815 eV
E_LUMO ... 0.487 eV

=====

# 2
Density functional theory data (ωB97M-V with the def2-TZVPD basis set) for a molecular structure, C17H33OTm.

The geometry in XYZ format:
```
52
Properties=species:S:1:pos:R:3:forces:R:3:lowdin_charge:R:1
C 1.727 2.330 -0.838 0.4 0.0 0.1 -0.121
H 2.569 2.981 -0.561 -0.1 -0.4 0.0 0.118
H 2.051 1.748 -1.717 -0.1 0.1 0.2 0.091
H 1.621 1.648 0.055 0.4 0.7 -0.2 0.019
C 0.500 3.195 -1.097 -0.3 0.2 0.3 -0.319
H -0.362 2.587 -1.414 -0.2 -0.1 -0.2 0.088
H 0.198 3.665 -0.155 0.0 -0.1 0.0 0.113
C 0.724 4.308 -2.130 0.1 -0.1 -0.2 -0.074
H -0.191 4.893 -2.272 0.2 -0.2 0.1 0.092
H 1.509 4.997 -1.797 -0.1 -0.2 0.0 0.095
H 1.019 3.914 -3.109 0.0 0.0 0.2 0.089
C -0.841 -2.142 -0.143 0.1 -0.7 -1.3 -0.321
C -1.502 -1.349 -1.145 0.6 -1.0 -0.4 -0.317
C -0.542 -1.018 -2.161 0.0 -1.3 0.1 -0.315
C 0.716 -1.614 -1.792 -1.0 -0.7 -0.1 -0.316
C 0.528 -2.315 -0.552 -1.0 -0.4 -0.8 -0.313
C 1.503 -3.239 0.088 0.4 0.0 0.4 0.003
C 1.979 -1.571 -2.578 0.5 0.2 -0.2 -0.004
C -0.813 -0.223 -3.389 0.0 0.5 -0.3 -0.002
C -2.960 -1.054 -1.163 -0.4 0.4 0.1 0.000
C -1.524 -2.858 0.963 -0.3 -0.1 0.6 -0.003
Tm 0.156 -0.022 -0.169 0.9 3.3 1.1 1.640
H 2.835 -1.882 -1.968 -0.2 0.0 -0.2 0.087
H 1.933 -2.236 -3.453 0.0 0.2 0.2 0.120
H 2.187 -0.556 -2.944 0.0 -0.2 -0.1 0.083
H 2.532 -2.978 -0.186 -0.2 -0.2 0.1 0.088
H 1.418 -3.208 1.182 0.1 -0.2 -0.2 0.080
H 1.314 -4.274 -0.240 0.1 0.3 0.1 0.124
H -2.380 -2.290 1.347 0.2 -0.2 -0.1 0.091
H -1.905 -3.827 0.603 0.1 0.3 0.1 0.122
H -0.854 -3.051 1.810 -0.1 -0.1 -0.2 0.084
H -3.175 -0.166 -1.770 -0.1 -0.2 0.1 0.087
H -3.519 -1.905 -1.583 0.2 0.3 0.1 0.123
H -3.332 -0.876 -0.145 -0.1 -0.1 -0.3 0.089
H -0.007 0.500 -3.583 -0.1 -0.1 -0.1 0.089
H -0.899 -0.865 -4.279 0.1 0.1 0.3 0.120
H -1.747 0.344 -3.296 0.2 -0.1 -0.1 0.087
C 1.758 0.294 3.086 -0.2 0.1 0.3 -0.031
C 0.505 -0.542 2.979 -0.4 -0.1 -0.3 -0.170
O -0.394 0.021 1.933 0.2 -0.5 0.6 -0.356
C -1.146 1.221 2.271 0.2 0.6 0.7 -0.217
C -1.782 1.149 3.651 -0.3 0.3 -0.2 -0.030
H 2.265 0.465 2.122 -0.2 -0.1 0.1 0.076
H 2.476 -0.206 3.738 0.0 0.0 0.0 0.110
H 1.508 1.253 3.548 0.2 0.0 -0.1 0.099
H 0.695 -1.577 2.653 -0.1 0.4 0.1 0.115
H -0.093 -0.552 3.900 0.5 -0.3 -0.3 0.125
H -0.460 2.081 2.212 -0.2 -0.1 0.0 0.127
H -1.918 1.331 1.493 0.1 -0.1 0.1 0.133
H -1.067 0.933 4.450 -0.1 0.3 -0.2 0.086
H -2.228 2.127 3.868 0.1 -0.2 0.0 0.110
H -2.582 0.410 3.679 0.1 -0.1 0.0 0.103
```
Positions in Å, forces in eV/Å.

Values from the calculation:
Charge ... +2
HOMO-LUMO gap (alpha / beta) ... 0.2938 / 0.2960 Ha
Highest occupied orbital energy (alpha / beta) ... -15.4166 / -15.3912 eV
2S+1 ... 3
E_LUMO (alpha / beta) ... -7.421 / -7.336 eV
⟨S²⟩ ... 2.002

=====

# 3
Density functional theory data (ωB97M-V with the def2-TZVPD basis set) for 3 unconnected molecules or ions with the total composition C17H34BINO5.

The geometry in XYZ format:
```
59
Properties=species:S:1:pos:R:3:forces:R:3:lowdin_charge:R:1
C 3.369 -3.456 0.340 -0.3 0.2 -0.4 -0.081
C 2.892 -4.042 -0.999 -0.7 0.1 0.6 -0.292
C 1.897 -3.103 -1.725 0.5 -0.1 0.7 -0.682
I 1.056 -4.125 -3.410 0.1 0.2 -0.1 0.944
C 0.836 -2.669 -0.740 0.8 -0.4 -1.4 -0.267
C 0.860 -1.437 -0.141 0.8 0.3 -0.6 0.035
C -0.103 -1.116 0.771 0.5 1.7 0.7 0.019
C -1.051 -2.014 1.088 -1.1 -0.4 0.4 0.010
N -1.074 -3.207 0.487 -0.8 -0.5 0.5 0.096
B -2.133 -4.271 0.812 0.1 -1.1 0.3 -0.466
C -1.596 -5.669 1.294 0.2 0.9 -0.3 0.037
O -3.414 -3.932 0.645 0.2 0.6 -0.8 0.228
C -0.150 -3.540 -0.410 -0.3 -0.4 0.2 -0.031
H 3.518 -2.381 0.236 0.4 0.0 0.2 0.077
H 2.619 -3.586 1.119 -0.1 0.0 0.0 0.074
H 4.269 -3.952 0.687 0.2 0.1 -0.1 0.083
H 3.728 -4.296 -1.640 0.0 -0.1 -0.2 0.107
H 2.308 -4.927 -0.743 0.3 -0.4 -0.3 0.093
H 2.427 -2.218 -2.066 -0.1 0.0 -0.3 0.092
H 1.646 -0.750 -0.414 -0.1 0.2 0.1 0.135
H -0.087 -0.153 1.263 -0.1 0.1 0.0 0.123
H -1.817 -1.815 1.821 -0.2 0.0 0.0 0.154
H -0.758 -5.464 1.962 0.0 -0.2 0.2 0.083
H -1.169 -6.207 0.446 -0.1 -0.3 0.0 0.079
H -2.350 -6.258 1.803 0.0 -0.2 -0.1 0.079
H -3.938 -4.609 0.200 -0.4 -0.1 0.6 0.141
H -0.204 -4.515 -0.865 -0.1 -0.2 0.0 0.098
C -0.015 4.956 3.921 0.0 0.1 0.0 -0.103
O -1.268 5.014 3.259 0.1 -0.2 0.0 -0.183
C -1.192 4.677 1.885 -0.3 0.2 0.2 -0.201
C -1.691 3.271 1.633 0.2 0.0 -0.2 -0.199
O -0.828 2.295 2.216 -0.1 -0.1 0.1 -0.225
C -1.349 1.772 3.429 0.1 -0.1 -0.1 -0.108
H -0.201 5.040 4.991 -0.1 0.0 0.0 0.092
H 0.502 4.013 3.727 0.0 0.0 0.0 0.082
H 0.620 5.792 3.610 0.1 0.0 0.0 0.092
H -0.171 4.797 1.509 0.0 -0.1 0.0 0.127
H -1.835 5.377 1.343 0.0 0.0 0.0 0.132
H -1.701 3.090 0.553 -0.1 0.0 0.0 0.107
H -2.712 3.154 2.004 0.0 0.0 0.1 0.130
H -2.197 1.109 3.219 -0.1 0.0 0.1 0.085
H -1.666 2.565 4.107 0.0 0.0 0.0 0.090
H -0.562 1.192 3.912 0.0 0.0 0.0 0.089
C 1.261 3.249 -4.344 0.0 0.1 -0.1 -0.103
O -0.116 3.140 -4.022 0.2 -0.1 0.1 -0.184
C -0.581 1.803 -3.989 -0.2 0.3 0.0 -0.203
C -0.724 1.304 -2.568 0.1 -0.3 -0.1 -0.196
O 0.540 1.182 -1.922 0.0 0.1 0.1 -0.216
C 0.808 2.255 -1.028 0.0 -0.1 0.0 -0.091
H 1.564 4.278 -4.159 -0.1 0.0 0.0 0.092
H 1.874 2.585 -3.729 0.0 0.0 0.0 0.082
H 1.424 3.021 -5.402 0.1 0.0 0.0 0.092
H 0.079 1.145 -4.563 0.0 0.0 0.0 0.128
H -1.566 1.790 -4.465 0.0 -0.1 0.0 0.130
H -1.172 0.304 -2.589 0.0 0.0 0.0 0.122
H -1.388 1.959 -1.997 0.0 0.1 0.0 0.124
H 0.188 2.168 -0.129 0.0 0.1 0.0 0.061
H 0.634 3.224 -1.500 0.0 0.0 0.0 0.093
H 1.856 2.191 -0.736 0.0 0.0 0.0 0.095
```
Positions in Å, forces in eV/Å.

Values from the calculation:
Charge ... +1
HOMO-LUMO gap ... 0.2781 Ha
Highest occupied orbital energy ... -11.4171 eV
E_LUMO ... -3.850 eV

=====

# 4
Density functional theory data (ωB97M-V with the def2-TZVPD basis set) for 2 unconnected molecules or ions with the total composition C17H34Br2N3O2.

The geometry in XYZ format:
```
58
Properties=species:S:1:pos:R:3:forces:R:3:lowdin_charge:R:1
C -0.085 -2.531 -4.456 -1.1 0.2 -0.2 -0.127
C -1.071 -2.795 -3.228 -0.4 -0.8 -0.3 -0.259
C -0.373 -3.375 -1.925 0.8 0.7 0.0 -0.208
C -0.890 -2.753 -0.550 0.0 -1.1 -0.1 -0.210
C -2.457 -2.556 -0.444 -0.4 -0.1 1.2 -0.215
C -2.888 -1.484 0.683 0.0 -0.7 -1.5 -0.186
C -2.238 -0.104 0.247 0.0 -0.4 1.2 -0.223
C -3.065 1.203 0.626 1.0 0.3 -1.1 -0.177
C -2.049 2.254 1.262 -1.0 -0.1 -0.3 -0.187
C -1.151 3.000 0.169 0.7 -0.4 0.7 -0.119
C 0.163 2.200 -0.183 0.4 -0.2 1.1 -0.292
C 1.215 2.110 1.021 -0.6 -0.5 -0.9 -0.065
C 2.130 0.864 0.665 0.0 0.3 0.9 -0.304
C 3.095 0.491 1.852 -0.6 -0.6 1.3 -0.613
Br 5.022 0.744 1.594 -1.5 0.0 -0.1 0.710
C 2.603 0.001 3.055 0.7 0.9 -1.6 -0.641
C 1.090 -0.283 3.381 0.9 -0.8 0.9 -0.105
Br 3.946 -0.368 4.473 -1.4 0.0 -1.0 0.716
N 2.887 1.261 -0.586 -1.5 0.9 -1.3 0.064
C 1.963 1.770 -1.598 -1.2 1.0 -0.3 -0.183
N 1.946 1.285 -2.830 -0.3 0.5 1.3 0.074
O 2.792 0.296 -3.212 0.5 -0.4 -0.4 0.071
N 0.961 2.806 -1.330 1.5 -2.5 -0.2 0.096
H -0.322 -1.493 -4.865 0.7 -1.2 0.5 0.062
H 0.996 -2.637 -4.163 -1.1 0.1 -0.4 0.059
H -0.366 -3.238 -5.301 0.8 0.8 1.0 0.079
H -1.684 -1.859 -3.038 0.9 -1.1 0.0 0.089
H -1.819 -3.583 -3.572 0.8 1.1 0.4 0.114
H 0.731 -3.091 -2.001 -1.3 -0.4 0.2 0.097
H -0.375 -4.510 -1.890 -0.3 1.4 -0.2 0.118
H -0.275 -1.829 -0.352 -1.0 -0.6 -0.2 0.079
H -0.599 -3.500 0.261 -0.3 1.1 -0.9 0.119
H -2.968 -2.221 -1.390 0.8 -0.3 0.8 0.097
H -2.940 -3.547 -0.159 0.7 1.1 -0.5 0.120
H -2.587 -1.850 1.708 -0.2 0.6 -1.0 0.114
H -4.025 -1.462 0.638 1.4 0.2 0.2 0.116
H -1.237 -0.031 0.792 -1.2 -0.2 -0.7 0.082
H -1.984 -0.171 -0.852 -0.5 0.3 1.1 0.104
H -3.443 1.642 -0.358 0.2 -0.4 1.3 0.112
H -3.971 1.012 1.270 1.2 0.1 -0.5 0.117
H -1.440 1.694 2.032 -0.5 0.8 -0.8 0.097
H -2.657 3.032 1.805 0.8 -0.7 -0.5 0.117
H -0.824 3.978 0.648 -0.4 -1.0 -1.0 0.133
H -1.741 3.164 -0.778 0.5 0.1 1.0 0.119
H -0.014 1.123 -0.501 -0.6 1.3 0.5 0.120
H 1.898 3.018 0.982 -1.0 -0.9 0.4 0.149
H 0.644 2.023 1.984 0.9 0.1 -0.9 0.102
H 1.534 -0.071 0.402 0.6 1.2 0.4 0.153
H 1.067 -0.775 4.407 0.0 0.6 -1.3 0.087
H 0.444 0.634 3.465 0.8 -0.9 -0.3 0.075
H 0.690 -1.063 2.666 0.3 1.1 0.6 0.091
H 3.478 2.084 -0.371 -0.1 -0.6 0.0 0.117
H 1.278 1.626 -3.535 0.5 -0.1 0.5 0.198
H 2.493 -0.053 -4.078 0.0 0.3 0.5 0.148
H 0.362 2.941 -2.154 0.3 0.1 0.4 0.128
O 1.700 1.769 5.871 0.0 0.0 -0.1 -0.083
H 2.228 1.100 5.416 0.0 0.2 0.3 -0.089
H 2.297 2.126 6.537 -0.1 0.0 0.0 0.043
```
Positions in Å, forces in eV/Å.

Values from the calculation:
Charge ... +1
HOMO-LUMO gap ... 0.2957 Ha
Highest occupied orbital energy ... -11.8839 eV
E_LUMO ... -3.837 eV